(1)
Density functional theory data (ωB97M-V with the def2-TZVPD basis set) for C26H32N3O as an isolated structure at a distorted geometry.

Properties
Total charge: +1
HOMO energy, eV: -10.32
LUMO, eV: -4.77
Electronic energy, Eh: -1249.0537
Orbital gap, eV: 5.5536
ΔE to the lowest compared entry with this formula, charge and spin, kcal/mol: 103.50

Cartesian coordinates (Å):
C (2.36623, 2.82494, -3.84822)
H (-1.37548, 0.55232, -1.18682)
C (3.45721, -4.15045, 0.93571)
H (-1.03775, -3.62396, 2.12328)
C (0.27866, 1.77073, -1.02553)
H (-0.38084, 6.20500, 0.65946)
C (1.93829, -4.08593, 0.90237)
C (-0.26296, 4.13340, 0.05414)
H (0.51591, 1.77895, 1.82555)
H (-4.27631, -3.82490, -0.84684)
H (-0.03880, -0.44574, -0.14417)
C (-2.59845, 2.01183, 3.19782)
C (0.04064, -2.56958, 0.59421)
H (3.10125, 2.01378, -3.89361)
C (-2.73018, 1.38403, 0.86856)
H (1.60098, -4.77529, 0.10379)
C (1.59178, 5.06108, -1.88182)
H (-1.93524, -4.76685, -0.46984)
H (-2.56342, -0.81786, -0.52689)
H (-2.42733, -1.36595, 1.15057)
H (4.23551, -1.26897, -0.38090)
C (-3.36296, 1.70016, 2.07101)
N (1.40357, -2.73832, 0.68782)
C (-1.33157, 1.31621, 0.80559)
H (1.74035, 2.77542, -4.75252)
H (-4.44975, -2.05656, -0.60269)
H (-2.84297, -4.35119, 0.99231)
H (1.28547, 7.00581, -0.99506)
C (0.37345, 3.20442, -0.77252)
H (-0.59109, 2.29154, 3.98474)
C (-3.79625, -2.85032, -0.99660)
C (-2.06638, -3.97787, 0.29315)
H (3.79232, -5.13896, 0.59881)
H (1.57320, -4.48156, 1.86203)
H (-1.03706, 3.82272, 0.75125)
C (-1.20242, 2.02658, 3.12042)
N (1.58382, 2.68173, -2.63429)
C (3.69642, -1.88739, 0.34976)
H (-3.70412, -2.67276, -2.07936)
C (1.00877, 5.95498, -0.96781)
H (4.00571, -1.64288, 1.38574)
H (2.31554, 5.37277, -2.63340)
C (-0.57232, 1.70453, 1.91517)
N (-2.51488, -2.81403, -0.36908)
H (-3.09855, 2.28045, 4.12649)
H (-3.31500, 1.17319, -0.03310)
C (-2.05007, -1.53657, 0.11323)
H (3.78821, -3.95655, 1.97224)
H (-0.21814, -4.70718, 0.98362)
C (1.24080, 3.72504, -1.77450)
H (2.87830, 3.79113, -3.83107)
C (0.08112, 5.49096, -0.02618)
H (1.96466, -1.36143, -0.80940)
C (-0.76907, -3.76407, 1.06349)
C (1.02738, 1.51774, -2.18822)
C (-0.56855, -1.43216, 0.14395)
H (1.95967, -0.74659, 0.86068)
O (4.03705, -3.23436, 0.00907)
H (-4.45414, 1.69543, 2.10316)
C (2.19980, -1.62121, 0.23812)
H (1.12688, 0.59835, -2.75966)
C (-0.63689, 0.80220, -0.41719)

Here are the natural (NBO) charges for atoms 1 to 4, given in e: number 1, C, carries -0.41; number 2, H, carries 0.25; number 3, C, carries -0.08; number 4, H, carries 0.24

(2)
Density functional theory data (ωB97M-V with the def2-TZVPD basis set) for an isolated molecule of C5H6FN at a distorted geometry.

Properties
HOMO energy (spin up / spin down), eV: -7.99 / -11.32
LUMO (spin up / spin down), eV: 0.82 / -1.27
Electronic energy, Eh: -348.5258
Orbital gap (spin up / spin down), eV: 8.8105 / 10.0522
Spin multiplicity: 3
ΔE to the lowest compared entry with this formula, charge and spin, kcal/mol: 0.00
⟨S²⟩: 2.022

Cartesian coordinates (Å):
H (2.47754, -1.79585, 0.16488)
F (3.06343, 0.01751, -0.23088)
H (0.67216, -0.96143, 1.10633)
C (-1.27724, 1.34699, -0.37645)
H (-1.90886, 1.93825, 0.28830)
C (-1.57729, -1.18791, -0.04646)
H (-1.95711, 1.43455, -1.11721)
H (0.97653, 0.66704, 0.76835)
C (0.57924, -0.23424, 0.42135)
H (-0.34265, 1.88840, -0.49229)
N (-2.04429, -2.21542, -0.25898)
C (2.16833, -0.90156, -0.28634)
C (-0.82979, 0.00368, 0.05940)

Here are the natural (NBO) charges for atoms 1 to 4, given in e: number 1, H, carries 0.12; number 2, F, carries -0.32; number 3, H, carries 0.22; number 4, C, carries -0.66

(3)
Density functional theory data (ωB97M-V with the def2-TZVPD basis set) for an isolated molecule of C23H29NO3.

Properties
HOMO energy, eV: -8.46
LUMO, eV: 0.34
Electronic energy, Eh: -1174.2979
SMILES: CC(=O)c1cccc(CN2CCC(CO)(CCOc3ccccc3)CC2)c1
Orbital gap, eV: 8.7964
ΔE to the lowest compared entry with this formula, charge and spin, kcal/mol: 49.23

Cartesian coordinates (Å):
H (-4.88648, -1.00561, -1.80040)
H (-1.37361, 1.30594, -1.02316)
C (-1.22418, -1.57948, -0.22557)
C (0.55701, -2.61240, -1.51742)
N (-0.75477, -1.98374, -1.53851)
C (-0.48494, 1.59119, 1.61117)
C (3.64978, -0.06010, 0.05463)
C (1.61857, 1.42118, 2.77322)
H (-0.25968, -0.01627, -2.16539)
H (-3.05276, -0.94017, 0.70055)
C (1.66569, -1.73943, -0.97719)
C (-2.44851, 1.27794, -0.84286)
C (-4.50990, -0.00394, -1.57711)
C (-2.68028, 1.65573, 0.62915)
C (2.04056, -1.81783, 0.35490)
H (1.57472, -2.53600, 1.01412)
C (3.27116, 0.03679, -1.27064)
C (0.33103, 0.97825, 2.56465)
C (-2.32851, -0.48391, -2.63125)
C (0.02677, 2.64431, 0.86066)
H (-2.39952, 0.34302, -3.34179)
O (-5.30461, 0.45952, -0.51330)
H (2.22000, 0.94942, 3.53490)
H (0.78888, -2.91439, -2.54346)
H (4.64178, 0.49723, 2.72123)
C (-0.86455, -0.88770, -2.47556)
H (-2.90231, 2.04994, -1.47240)
C (3.04360, -1.00484, 0.87976)
H (-2.86946, -1.33596, -3.04602)
C (-2.70486, -1.21630, -0.29309)
H (-0.63981, -0.73723, 0.17546)
H (3.74439, 0.76630, -1.91188)
H (-0.48884, -1.22429, -3.44644)
H (4.93923, -0.89873, 3.77140)
C (3.43120, -1.21950, 2.29719)
H (-4.66825, 0.62201, -2.46747)
H (-2.67678, 2.75007, 0.73190)
H (-1.10030, -2.42450, 0.45556)
C (2.30192, -0.80593, -1.78915)
C (4.72507, -0.58660, 2.75219)
H (3.13806, 2.81796, 2.17925)
H (1.71574, 3.88443, 0.47324)
O (-1.74714, 1.08936, 1.52371)
H (-5.20913, 1.41446, -0.44417)
C (1.33021, 3.06748, 1.06619)
H (4.41182, 0.60035, 0.43619)
C (-2.98940, -0.09309, -1.29720)
H (2.04700, -0.74470, -2.83757)
H (-0.07483, 0.15950, 3.13679)
H (-3.64152, 1.27826, 0.98402)
H (5.53970, -0.89067, 2.09876)
H (-0.57426, 3.15059, 0.12103)
O (2.76030, -1.89733, 3.04312)
H (-3.25561, -2.10339, -0.61081)
H (0.47118, -3.51381, -0.90421)
C (2.12944, 2.46662, 2.01906)

Here are the natural (NBO) charges for atoms 1 to 4, given in e: number 1, H, carries 0.18; number 2, H, carries 0.22; number 3, C, carries -0.22; number 4, C, carries -0.23

(4)
Density functional theory data (ωB97M-V with the def2-TZVPD basis set) for a 2-piece molecular cluster, C11H14N3 overall at a distorted geometry.

Properties
Total charge: +1
HOMO energy, eV: -13.04
LUMO, eV: -4.98
Electronic energy, Eh: -591.4395
Orbital gap, eV: 8.0518
ΔE to the lowest compared entry with this formula, charge and spin, kcal/mol: 75.45

Cartesian coordinates (Å):
H (0.55590, -2.81487, 1.80407)
H (-1.21892, -1.11072, 1.81033)
H (4.39538, 1.69671, -0.17970)
H (-4.39947, 1.11647, 0.02230)
H (-1.50328, -1.95860, 0.33915)
H (0.78455, 0.29350, -2.06289)
C (-3.41569, 1.34123, -0.23143)
C (-0.86153, 0.38137, 0.13846)
H (0.72844, 1.41004, 2.07683)
N (-1.55707, 0.93984, 1.18355)
H (0.84537, -2.44201, 0.13080)
C (2.62714, 0.94621, -1.26077)
H (1.26686, -1.27981, 1.26776)
H (-3.43203, 2.37597, -0.50296)
C (0.52584, 0.75850, 0.00599)
H (3.18539, 0.96132, -2.25616)
C (-1.60667, -0.01102, -1.13715)
H (-3.27333, 0.12637, -2.23009)
C (1.25589, 1.19209, 1.16239)
N (-2.71222, 1.38440, 1.00117)
C (2.55785, 1.68134, 0.99857)
C (0.57774, -2.04986, 1.04959)
H (2.95615, 2.05236, 1.95252)
C (-2.83634, 0.43371, -1.33252)
C (1.22710, 0.56477, -1.16204)
C (3.27954, 1.43222, -0.13988)
N (-0.83769, -1.55440, 0.91950)
H (-1.30192, -0.76236, -1.88741)

Here are the natural (NBO) charges for atoms 1 to 4, given in e: number 1, H, carries 0.23; number 2, H, carries 0.42; number 3, H, carries 0.25; number 4, H, carries 0.26